This record from the OMol25 dataset describes one molecule with the formula C4H7FN2 in a non-equilibrium geometry. The level of theory is wB97M-V/def2-TZVPD.

```
14
Properties=species:S:1:pos:R:3:mulliken_charge:R:1
C 0.43 -0.20 0.88 0.496
C 0.63 0.75 -0.38 -0.516
C -0.20 0.10 -1.49 0.356
C -1.06 -0.95 -1.40 -0.756
H -1.28 0.92 1.27 0.263
H -0.48 -0.18 2.62 0.340
H 2.39 -0.74 1.37 0.244
H 1.79 0.74 -0.47 0.246
H 0.48 1.85 -0.21 0.298
H -1.24 -1.20 -0.23 0.327
H -1.56 -1.07 -2.26 0.441
N -0.87 -0.03 1.48 -0.638
N 1.30 -0.81 1.59 -0.778
F -0.32 0.83 -2.76 -0.323
```

Results
SMILES = [H]/N=C(/N)CC(=C)F
HOMO energy = -0.3519 hartree
Energy relative to the best compared isomer or geometry (same formula, charge and spin) = 67.57 kcal per mole
Kohn-Sham gap = 10.16 eV
Calculated total energy = -365.8708 Eh



This record from the OMol25 dataset describes a 3-piece molecular cluster, C3H13NO2 overall in a non-equilibrium geometry. The level of theory is wB97M-V/def2-TZVPD.

```
19
Properties=species:S:1:pos:R:3:mulliken_charge:R:1
C 0.87 0.85 1.39 -0.931
N 0.27 -0.32 0.74 0.109
C 0.53 -0.39 -0.67 -0.925
C 0.56 -1.62 1.36 -1.030
H 1.36 1.52 0.67 0.348
H 1.56 0.53 2.17 0.365
H 0.08 1.42 1.89 0.227
H 0.19 0.51 -1.20 0.108
H 1.57 -0.54 -1.00 0.360
H -0.01 -1.23 -1.11 0.349
H 1.50 -2.01 0.96 0.365
H -0.32 -2.24 1.21 0.275
H 0.73 -1.49 2.43 0.388
H -3.52 -0.24 -0.36 0.318
H -2.51 -1.07 -1.08 0.316
O -3.35 -1.16 -0.61 -0.639
H 0.00 2.33 -1.48 0.338
H 0.62 2.49 -2.94 0.322
O -0.14 2.65 -2.37 -0.662
```

Results
SMILES = CN(C)C.O.O
HOMO energy = -0.3157 hartree
Energy relative to the best compared isomer or geometry (same formula, charge and spin) = 35.23 kcal per mole
Kohn-Sham gap = 9.26 eV
Calculated total energy = -327.2857 Eh



This record from the OMol25 dataset describes C17H31N3P2Pb as an isolated structure in a non-equilibrium geometry. The level of theory is wB97M-V/def2-TZVPD.

```
54
Properties=species:S:1:pos:R:3:mulliken_charge:R:1
P 0.52 1.52 -2.50 0.842
P -1.11 -2.01 -1.12 1.154
C 0.36 -0.25 -3.07 -1.216
C -0.93 -0.98 -2.65 -0.977
H 1.28 -0.78 -2.77 0.384
H 0.40 -0.13 -4.16 0.563
H -1.77 -0.26 -2.60 0.371
H -1.14 -1.71 -3.45 0.498
C -0.27 -3.57 -1.56 -1.624
H -0.26 -4.24 -0.69 0.437
H 0.77 -3.37 -1.87 0.343
H -0.81 -4.06 -2.39 0.504
C -2.86 -2.43 -1.28 -1.440
H -2.95 -3.34 -1.90 0.430
H -3.41 -1.63 -1.78 0.431
H -3.32 -2.63 -0.31 0.347
C 2.31 1.72 -2.85 -1.397
H 2.75 2.39 -2.11 0.375
H 2.44 2.14 -3.86 0.456
H 2.84 0.75 -2.80 0.366
C -0.30 2.59 -3.70 -1.328
H -1.36 2.30 -3.77 0.351
H 0.19 2.51 -4.68 0.425
H -0.23 3.62 -3.33 0.359
Pb -3.06 1.85 2.16 1.080
C -0.30 -1.67 0.60 -0.027
C 1.04 -2.16 0.79 -1.053
C 2.25 -1.41 0.50 -0.274
C 2.61 -0.27 1.54 -0.856
C 2.57 1.08 0.95 -0.901
C 1.53 1.51 0.20 -0.703
C 0.28 0.72 -0.06 0.847
C -0.49 -0.13 0.97 -0.404
C -1.07 2.64 2.67 -1.357
H -0.99 -2.27 1.21 0.780
H 1.15 -3.12 1.31 0.319
H 2.21 -1.00 -0.52 -0.293
H 3.13 -2.09 0.52 0.510
H 1.95 -0.38 2.42 0.292
H 3.64 -0.46 1.88 0.424
H 3.37 1.77 1.23 0.436
H 1.54 2.51 -0.27 0.852
H 0.47 -0.02 -0.86 -1.104
H -0.45 1.48 -0.41 0.794
H -0.18 0.09 2.00 0.291
H -1.57 0.11 0.89 -0.622
H -1.34 3.44 3.37 0.492
H -0.61 3.05 1.77 0.329
H -0.40 1.93 3.17 0.273
N -2.77 1.12 4.41 -0.643
C -2.35 0.90 5.49 0.472
N -1.83 0.47 6.57 -0.557
C -1.79 0.92 7.79 0.462
N -1.68 1.22 8.93 -0.511
```

Results
HOMO energy (spin up / spin down) = -0.2082 / -0.2081 hartree
Energy relative to the best compared isomer or geometry (same formula, charge and spin) = 75.47 kcal per mole
Kohn-Sham gap (spin up / spin down) = 4.12 / 4.11 eV
Calculated total energy = -1705.8873 Eh



This record from the OMol25 dataset describes C28H32AlCl36F5NO3 as an isolated structure in a non-equilibrium geometry. The level of theory is wB97M-V/def2-TZVPD.

```
106
Properties=species:S:1:pos:R:3:mulliken_charge:R:1
C 1.73 -0.08 3.88 -0.391
C 0.73 0.40 3.14 0.208
Al 0.02 -0.32 1.38 -1.663
C -0.89 -2.08 1.76 -0.717
C 0.13 -3.09 2.28 -0.130
C -0.39 -4.53 2.14 -0.764
C 0.22 -5.20 0.94 -0.327
O -0.65 -6.16 0.32 -0.390
C -1.29 -5.73 -0.76 0.039
O -1.70 -4.62 -0.94 -0.430
C -1.27 1.09 0.67 -0.530
C -2.20 0.68 -0.46 -0.326
C -3.43 -0.13 -0.05 -0.307
C -3.88 -0.90 -1.27 -0.345
N -5.29 -1.36 -1.24 0.506
C -5.58 -2.49 -2.11 -0.850
C -5.75 -1.60 0.10 0.614
C -6.88 -0.72 0.51 -1.382
O -5.29 -2.45 0.84 -0.548
C 1.49 -0.73 0.01 -0.484
C 2.87 -0.62 0.66 -0.486
C 4.11 -0.73 -0.25 -1.186
C 3.93 -1.42 -1.55 1.364
F 3.32 -2.60 -1.43 -0.266
F 3.26 -0.65 -2.42 -0.319
C 5.32 -1.72 -2.25 0.409
F 5.50 -3.02 -2.38 -0.233
F 6.35 -1.25 -1.55 -0.278
F 5.39 -1.18 -3.45 -0.295
H 2.33 0.60 4.46 0.070
H 1.96 -1.12 3.85 0.176
H 0.23 1.27 3.55 0.231
H -1.70 -2.02 2.48 0.624
H -1.28 -2.47 0.82 0.309
H 0.29 -2.92 3.32 0.278
H 1.05 -3.01 1.72 -0.276
H -1.45 -4.48 2.05 0.387
H -0.12 -5.09 3.03 0.324
H 0.51 -4.43 0.24 0.320
H 1.07 -5.77 1.26 0.261
H -1.42 -6.50 -1.50 0.394
H -1.82 1.52 1.49 0.474
H -0.64 1.87 0.26 0.180
H -2.60 1.58 -0.92 -0.199
H -1.69 0.12 -1.23 0.367
H -4.19 0.58 0.26 0.311
H -3.25 -0.78 0.78 0.346
H -3.18 -1.70 -1.48 0.442
H -3.80 -0.19 -2.07 -0.503
H -4.83 -2.55 -2.88 0.051
H -5.57 -3.46 -1.61 0.444
H -6.51 -2.34 -2.63 0.327
H -7.09 -0.82 1.55 0.390
H -7.73 -0.99 -0.11 0.357
H -6.62 0.29 0.24 0.280
H 1.38 -0.11 -0.87 0.933
H 1.32 -1.76 -0.28 0.627
H 2.90 0.33 1.17 0.264
H 2.93 -1.38 1.42 0.005
H 4.56 0.24 -0.40 0.373
H 4.84 -1.31 0.29 0.330
C -4.23 2.57 -3.63 0.300
Cl -3.34 3.83 -2.77 -0.082
Cl -3.12 1.26 -4.07 -0.119
Cl -5.50 1.93 -2.59 -0.066
Cl -4.95 3.24 -5.10 -0.106
C -1.06 1.64 6.83 0.265
Cl -1.24 2.84 5.56 -0.104
Cl -2.06 2.09 8.22 -0.133
Cl -1.55 0.05 6.25 -0.067
Cl 0.64 1.57 7.33 -0.015
C -0.78 3.80 -6.35 0.226
Cl -1.65 5.23 -5.79 -0.096
Cl -1.76 2.94 -7.54 -0.099
Cl 0.74 4.31 -7.08 -0.046
Cl -0.43 2.74 -4.99 0.022
C -5.40 -5.02 -5.23 0.367
Cl -5.13 -6.37 -4.15 -0.098
Cl -4.17 -3.78 -5.01 -0.073
Cl -5.34 -5.60 -6.91 -0.122
Cl -7.00 -4.33 -4.92 -0.110
C 2.26 4.11 -0.47 -0.049
Cl 1.74 2.93 0.72 0.032
Cl 1.58 3.70 -2.05 0.026
Cl 1.71 5.72 0.01 -0.008
Cl 4.03 4.11 -0.57 -0.127
C 4.20 6.28 -5.65 0.262
Cl 5.88 6.73 -5.33 -0.121
Cl 4.13 5.31 -7.12 -0.105
Cl 3.58 5.34 -4.29 0.041
Cl 3.23 7.74 -5.85 -0.102
C 6.19 -4.79 0.77 0.256
Cl 6.77 -6.01 1.91 -0.128
Cl 7.15 -3.32 0.95 -0.102
Cl 6.36 -5.41 -0.88 -0.095
Cl 4.50 -4.43 1.10 0.021
C 2.15 9.35 2.31 0.362
Cl 0.91 8.49 1.40 -0.076
Cl 1.89 11.09 2.18 -0.108
Cl 2.06 8.87 4.01 -0.094
Cl 3.74 8.94 1.66 -0.094
C 4.70 2.07 8.46 0.330
Cl 5.50 3.49 7.79 -0.106
Cl 5.87 1.10 9.36 -0.107
Cl 3.40 2.58 9.54 -0.104
Cl 4.03 1.11 7.15 -0.036
```

Results
Net charge = -1
HOMO energy = -0.1700 hartree
Kohn-Sham gap = 6.07 eV
Calculated total energy = -18675.1617 Eh